{"formula": "C8H15NOS2", "method": "wB97M-V/def2-TZVPD", "smiles": "CSC(SC)=C(N=O)C(C)(C)C", "relative_energy_kj_mol": 659.38, "homo_ev": [-8.138, -7.268], "orbital_gap_ev": [7.42, 6.63], "fmax_ev_per_a": 5.29, "species": ["C", "S", "C", "S", "C", "C", "N", "O", "C", "C", "C", "C", "H", "H", "H", "H", "H", "H", "H", "H", "H", "H", "H", "H", "H", "H", "H"], "positions_angstrom": [[3.4724, -1.2769, 0.8252], [2.0385, -1.9368, -0.0548], [0.9571, -0.5896, 0.0938], [1.4509, 0.9427, 0.2982], [2.6519, 1.1641, -1.0078], [-0.4663, -1.0206, -0.1971], [-0.3674, -2.3104, -0.2986], [-1.1183, -3.1117, -0.8617], [-1.6572, -0.1890, -0.0488], [-2.8627, -1.1577, -0.1318], [-1.6154, 0.8032, -1.2573], [-1.7526, 0.6645, 1.3539], [2.9882, -0.4030, 1.4587], [4.3678, -1.0497, 0.1742], [3.8312, -2.0198, 1.5770], [2.3600, 0.7408, -1.9896], [3.4484, 0.5272, -0.6210], [2.8928, 2.2458, -1.1094], [-2.7599, -1.6882, -1.1246], [-3.8127, -0.6510, -0.0353], [-2.9322, -1.8251, 0.6777], [-2.6721, 1.0402, -1.5718], [-1.1252, 1.6584, -1.0917], [-1.1016, 0.4555, -2.1661], [-2.8208, 0.5771, 1.6055], [-1.1343, 0.0860, 1.9690], [-1.5727, 1.6363, 1.0076]], "mulliken_charge": [-0.967, 0.107, 0.486, -0.061, -0.617, -0.606, -0.113, -0.522, 2.100, -1.996, -1.710, -1.716, 0.339, 0.260, 0.339, 0.280, 0.100, 0.349, 0.462, 0.479, 0.464, 0.341, 0.585, 0.336, 0.435, 0.452, 0.396]}



{"formula": "C42H105CrLiN7O4S", "method": "wB97M-V/def2-TZVPD", "homo_ev": [-10.115, -10.115], "multiplicity": 5, "orbital_gap_ev": [6.27, 6.03], "fmax_ev_per_a": 5.87, "charge": 1, "species": ["Cr", "Li", "S", "O", "O", "O", "O", "C", "C", "N", "C", "C", "C", "C", "H", "H", "H", "H", "H", "H", "H", "H", "H", "H", "H", "H", "H", "H", "H", "C", "C", "N", "C", "C", "C", "C", "H", "H", "H", "H", "H", "H", "H", "H", "H", "H", "H", "H", "H", "H", "H", "C", "C", "N", "C", "C", "C", "C", "H", "H", "H", "H", "H", "H", "H", "H", "H", "H", "H", "H", "H", "H", "H", "C", "C", "N", "C", "C", "C", "C", "H", "H", "H", "H", "H", "H", "H", "H", "H", "H", "H", "H", "H", "H", "H", "C", "C", "N", "C", "C", "C", "C", "H", "H", "H", "H", "H", "H", "H", "H", "H", "H", "H", "H", "H", "H", "H", "C", "C", "N", "C", "C", "C", "C", "H", "H", "H", "H", "H", "H", "H", "H", "H", "H", "H", "H", "H", "H", "H", "C", "C", "N", "C", "C", "C", "C", "H", "H", "H", "H", "H", "H", "H", "H", "H", "H", "H", "H", "H", "H", "H"], "positions_angstrom": [[-0.8529, -1.9390, 1.3263], [-0.5110, 2.0965, -1.7976], [-0.9424, 0.2418, -0.1990], [-0.1580, -0.1041, 0.9809], [-1.7779, -0.9265, -0.0692], [-1.5550, 1.5549, -0.1616], [-0.1991, 0.1903, -1.4207], [4.6262, -4.5415, -0.7502], [3.8098, -3.2603, -0.8575], [3.3782, -3.0539, -2.2752], [2.4730, -1.8748, -2.3063], [1.6719, -1.7920, -3.6189], [4.4957, -2.9067, -3.2285], [5.2497, -1.5394, -3.2941], [5.6727, -4.4350, -1.0359], [4.1977, -5.3599, -1.3288], [4.6525, -4.9401, 0.2639], [2.9028, -3.3965, -0.2685], [4.3841, -2.4433, -0.4206], [1.7459, -1.8647, -1.4943], [3.0420, -0.9658, -2.1115], [0.8349, -1.1220, -3.4225], [2.2415, -1.3908, -4.4572], [1.2371, -2.7685, -3.8323], [4.1016, -3.0824, -4.2295], [5.2682, -3.6593, -3.0707], [4.6371, -0.7706, -3.7650], [6.1189, -1.6836, -3.9357], [5.4563, -1.0945, -2.3208], [2.4107, 1.5715, -2.9925], [2.3283, 2.4033, -1.6939], [1.1735, 3.2607, -1.6313], [1.2594, 4.0727, -0.3866], [1.1070, 3.2624, 0.9272], [1.1041, 4.2414, -2.6917], [2.4419, 4.9996, -2.9462], [3.2745, 0.9075, -3.0234], [2.4891, 2.1700, -3.9001], [1.5671, 0.9045, -3.1699], [2.2276, 1.6220, -0.9406], [3.2845, 2.8995, -1.5281], [2.1883, 4.6389, -0.3195], [0.4269, 4.7757, -0.3584], [0.0964, 2.8978, 1.1114], [1.7305, 2.3686, 0.9050], [1.4449, 3.8271, 1.7962], [0.3000, 4.9535, -2.5059], [0.9101, 3.6989, -3.6170], [3.2185, 4.3222, -3.3015], [2.8710, 5.5473, -2.1072], [2.2687, 5.7023, -3.7612], [-3.9681, -2.2760, 4.3845], [-2.9515, -2.4325, 3.2563], [-2.0797, -1.2551, 2.9733], [-1.2697, -1.0220, 4.1679], [-0.0903, -0.0796, 3.9907], [-2.8912, -0.0653, 2.7668], [-4.0081, -0.1407, 1.6952], [-4.6188, -1.4017, 4.3698], [-3.5180, -2.2730, 5.3772], [-4.5803, -3.1776, 4.4075], [-2.3533, -3.3256, 3.4367], [-3.4565, -2.6723, 2.3206], [-1.8882, -0.7565, 5.0252], [-0.7523, -1.9682, 4.3266], [0.4678, -0.2353, 4.9139], [0.5550, -0.3372, 3.1508], [-0.3034, 0.9832, 3.8769], [-2.2321, 0.7461, 2.4578], [-3.3695, 0.2542, 3.6926], [-4.9386, -0.4299, 2.1836], [-3.8867, -0.8082, 0.8421], [-4.1444, 0.8392, 1.2376], [-2.5853, 4.6679, -2.4699], [-3.0920, 3.2503, -2.8177], [-2.0628, 2.3428, -3.3555], [-1.6449, 2.7934, -4.6870], [-0.6333, 1.8904, -5.3379], [-2.5982, 0.9894, -3.4062], [-3.6942, 0.6917, -4.4481], [-2.6543, 5.3376, -3.3271], [-1.6171, 4.6783, -1.9693], [-3.2356, 5.0745, -1.6954], [-3.3893, 2.8667, -1.8417], [-3.9318, 3.3428, -3.5063], [-2.5149, 2.9647, -5.3209], [-1.0935, 3.7296, -4.6004], [0.2538, 1.8513, -4.7058], [-0.9715, 0.8985, -5.6376], [-0.3831, 2.3614, -6.2885], [-2.9788, 0.8121, -2.4003], [-1.7643, 0.2889, -3.4513], [-4.4480, 1.4790, -4.4570], [-4.2089, -0.2376, -4.2042], [-3.4023, 0.6829, -5.4982], [-2.7084, -6.7357, -0.7894], [-2.9395, -5.3442, -1.4895], [-2.5233, -5.3126, -2.9253], [-2.7689, -3.9795, -3.5873], [-1.9203, -2.7737, -2.9875], [-3.0882, -6.3901, -3.6903], [-4.6657, -6.3750, -3.8186], [-3.4234, -7.3944, -1.2824], [-2.9749, -6.5918, 0.2577], [-1.6956, -7.1178, -0.9172], [-3.9634, -4.9810, -1.4009], [-2.3453, -4.6141, -0.9400], [-2.5096, -4.1062, -4.6384], [-3.8155, -3.6774, -3.6263], [-0.8797, -3.0974, -3.0088], [-2.1320, -1.8363, -3.5018], [-2.1474, -2.5937, -1.9367], [-2.6566, -7.2932, -3.2586], [-2.6871, -6.3073, -4.7004], [-5.0931, -6.6582, -2.8566], [-4.9656, -7.0749, -4.5985], [-5.0602, -5.4251, -4.1792], [-3.0625, 4.1267, 1.8247], [-1.9003, 3.9893, 2.8347], [-2.1155, 4.8121, 4.0453], [-0.8749, 4.8816, 4.8842], [0.2646, 5.5863, 4.1832], [-3.2787, 4.2525, 4.8421], [-3.7314, 5.1629, 6.0013], [-3.4772, 5.1252, 1.6869], [-3.9951, 3.5963, 2.0172], [-2.7964, 3.7768, 0.8272], [-1.8982, 2.9209, 3.0502], [-1.0771, 4.3276, 2.2054], [-1.1699, 5.3341, 5.8310], [-0.5371, 3.8645, 5.0826], [1.0953, 5.5767, 4.8889], [0.5474, 5.1404, 3.2296], [-0.0160, 6.6203, 3.9824], [-3.0628, 3.2679, 5.2567], [-4.1175, 4.0024, 4.1925], [-4.7975, 4.9477, 6.0728], [-3.6783, 6.2104, 5.7047], [-3.2486, 4.9318, 6.9508], [3.2371, -0.5456, 1.4122], [4.0832, -0.3814, 2.6657], [5.1627, -1.3462, 2.7835], [4.7190, -2.7577, 2.8459], [3.8168, -3.0475, 4.0899], [6.0735, -0.9754, 3.8804], [7.2212, -1.9717, 4.1102], [3.8614, -0.5854, 0.5196], [2.5061, 0.2627, 1.3967], [2.6206, -1.4445, 1.4241], [4.5924, 0.5781, 2.5749], [3.4407, -0.2787, 3.5403], [4.2473, -3.0575, 1.9100], [5.6137, -3.3769, 2.9094], [4.2291, -2.6935, 5.0348], [2.8322, -2.5933, 3.9785], [3.6623, -4.1265, 4.0980], [5.5508, -0.8420, 4.8276], [6.4796, -0.0163, 3.5589], [6.8700, -2.8656, 4.6257], [8.0021, -1.5131, 4.7167], [7.6736, -2.3344, 3.1871]], "mulliken_charge": [0.151, 1.681, 1.885, 0.117, -0.185, -0.983, -2.085, -1.885, 0.393, 0.178, 0.929, -1.369, -0.667, -0.805, 0.362, 0.401, 0.443, 0.222, 0.048, -0.521, -0.169, -0.120, 0.384, 0.433, 0.453, 0.430, 0.141, 0.432, 0.177, -0.752, -0.181, 1.378, -1.205, -0.427, -0.105, -1.628, 0.316, 0.453, -0.356, -0.639, 0.611, 0.345, 0.526, -0.324, 0.063, 0.339, 0.573, -0.216, 0.336, 0.287, 0.490, -1.406, -0.641, 1.461, -0.762, -0.513, 0.230, -1.677, 0.266, 0.356, 0.446, 0.483, 0.403, 0.392, 0.434, 0.547, -0.254, -0.105, -1.173, 0.956, 0.497, 0.214, 0.237, -1.104, -0.639, 1.569, -0.943, -1.343, 0.462, -1.667, 0.347, -0.120, 0.505, 0.216, 0.444, 0.586, 0.481, 0.137, 0.301, 0.452, 0.167, -0.605, 0.427, 0.436, 0.321, -1.408, 0.087, 0.084, -1.017, -0.164, -0.849, -0.985, 0.337, 0.418, 0.339, 0.391, -0.144, 0.466, 0.388, 0.185, 0.064, -0.269, 0.486, 0.441, 0.235, 0.428, 0.277, -1.572, 0.332, -0.062, -0.193, -0.642, -0.177, -1.482, 0.479, 0.321, 0.151, 0.024, 0.018, 0.449, 0.148, 0.423, -0.230, 0.330, 0.181, 0.415, 0.454, 0.319, 0.377, 0.549, -1.198, 0.150, 0.083, -1.022, -0.437, -1.353, 0.353, -0.557, -0.150, 0.481, 0.435, -0.574, 0.559, 0.280, 0.068, 0.456, 0.370, 0.437, 0.295, 0.404, 0.345]}